Entry from OMol25: a 2-piece molecular cluster, C3H11BNO2 overall at a distorted geometry (ωB97M-V/def2-TZVPD).

Geometry as XYZ:
```
18
Properties=species:S:1:pos:R:3:forces:R:3
B 1.4017 2.4007 -1.0427 0.63 1.22 1.08
C -0.1463 -1.1647 0.7907 -1.03 -1.68 -0.06
C -0.3686 -0.2752 1.9917 0.93 -0.07 0.06
C -1.2760 -1.0790 -0.3634 1.47 -0.48 0.85
N -0.3994 -0.8254 -1.5569 0.37 0.45 -2.79
O 1.7059 3.5604 -0.5506 1.25 0.70 0.80
O 1.0637 1.2973 -1.3917 -0.36 -1.09 -0.70
H -0.4612 0.7895 1.7105 0.46 -0.38 0.15
H -0.0086 -2.2521 1.1275 -0.31 1.48 -0.52
H 0.8216 -0.8418 0.4175 0.07 -0.18 -0.61
H -1.2854 -0.5183 2.4695 -0.69 -0.32 0.80
H 0.5157 -0.4970 2.6544 -1.12 0.75 -0.29
H -1.8362 -0.1289 -0.1911 -0.09 -1.12 -0.31
H -1.8943 -2.0455 -0.5276 0.94 1.95 0.46
H -0.8787 -0.8132 -2.5456 1.00 -0.18 2.44
H 0.4331 -1.4734 -1.6005 -1.42 0.39 -0.02
H 2.4874 3.7265 0.0517 -1.29 -0.37 -1.08
H 0.1256 0.1400 -1.4435 -0.82 -1.10 -0.28
```
Positions in Å, forces in eV/Å.

## Properties
Spin multiplicity   1
Net charge   +1
Relative energy (zero: lowest compared OMol25 entry of this formula, charge and spin)   105.0 kJ/mol
Largest force on an atom   2.85 eV Å⁻¹



Entry from OMol25: C3H11BrNO4 as an isolated structure at a distorted geometry (ωB97M-V/def2-TZVPD).

Geometry as XYZ:
```
20
Properties=species:S:1:pos:R:3:forces:R:3
Br 0.5598 -1.3438 1.2227 5.54 -2.59 1.66
C -0.3581 -0.6663 -1.4261 -0.67 0.45 0.21
O -1.5118 -0.9799 -2.2038 0.32 0.22 -0.93
H -0.0859 0.3886 -1.3916 -1.01 0.29 -0.53
H -0.5586 -0.9267 -0.3869 0.23 0.01 -1.33
H 0.5849 -1.1024 -1.7559 -0.36 -0.83 -0.28
H -2.2041 -1.2747 -1.6076 0.21 -0.03 0.01
C -2.3254 -0.1636 1.0672 -1.47 -0.50 2.02
O -1.8609 -1.2098 1.9566 -4.49 2.11 -0.21
H -3.2635 0.1986 1.4878 -0.79 -0.61 -0.28
H -1.8528 0.8169 1.1254 1.40 -0.29 -0.37
H -2.4739 -0.5278 0.0506 -0.04 0.36 0.09
H -0.9620 -1.2810 1.6272 -0.46 -0.69 0.74
C 1.7070 1.0682 -0.0151 -0.58 2.50 -0.20
N 3.1575 1.2896 0.0389 -2.40 -1.03 -0.63
O 3.6780 2.3480 -0.1824 0.62 1.18 -0.13
O 3.6753 0.2612 0.3069 3.34 -1.94 0.78
H 1.3788 0.0692 0.2720 1.11 0.36 -0.60
H 1.3450 1.3500 -1.0038 0.15 0.58 0.37
H 1.3706 1.6855 0.8180 -0.66 0.45 -0.41
```
Positions in Å, forces in eV/Å.

## Properties
Electronic energy   -3050.47720 Ha
Spin multiplicity   1
Net charge   -1
Largest force on an atom   6.34 eV Å⁻¹



Entry from OMol25: a 2-piece molecular cluster, C3H11ClNSi overall at a distorted geometry (ωB97M-V/def2-TZVPD).

Geometry as XYZ:
```
17
Properties=species:S:1:pos:R:3:forces:R:3
C -3.5144 0.2640 -1.3994 1.60 -0.64 -0.10
C -0.9250 -0.9132 0.1899 -3.96 -3.80 2.56
C 2.7216 0.1117 -0.1547 -3.19 0.69 -2.82
N 1.5926 0.5886 0.6852 1.15 -1.74 2.73
Si -2.1305 -1.1239 -1.1830 -0.61 0.86 0.17
Cl -1.8162 -2.5815 -2.5592 -0.40 0.98 0.78
H -4.2692 0.4975 -0.6432 0.40 -0.67 0.35
H -2.8923 1.1747 -1.4763 -0.02 -0.22 0.02
H -4.0243 0.1564 -2.3372 -0.18 -0.25 -0.56
H 3.5682 0.6997 -0.1259 1.99 1.12 0.52
H -0.1633 -0.2706 0.0661 3.27 2.34 -0.84
H -1.5155 -0.4580 1.0058 -0.31 0.54 -0.49
H 2.9141 -0.8981 0.0098 0.47 -1.63 0.45
H 2.3916 0.1934 -1.2864 0.41 -0.23 2.10
H 1.8444 0.4990 1.7378 -0.41 -1.21 -1.95
H 1.7072 1.5404 0.7926 -0.20 3.16 -1.01
H -0.6171 -1.8033 0.8545 0.00 0.72 -1.90
```
Positions in Å, forces in eV/Å.

## Properties
Spin multiplicity   1
Net charge   +1
Relative energy (zero: lowest compared OMol25 entry of this formula, charge and spin)   180.8 kJ/mol
Largest force on an atom   6.05 eV Å⁻¹



Entry from OMol25: C3H11F3NO4P3Sb as an isolated structure (ωB97M-V/def2-TZVPD).

Geometry as XYZ:
```
26
Properties=species:S:1:pos:R:3:forces:R:3
C 0.2757 -2.1798 0.8114 0.03 0.14 -0.04
C 0.3146 -0.8528 0.9031 -0.02 -0.07 0.24
Sb -0.6214 0.4445 -0.6132 -0.12 -0.54 0.16
P 1.6697 1.6649 -0.9950 0.34 0.49 -0.65
P 3.1256 0.0950 -0.7898 0.09 -0.07 0.62
O 3.5950 -0.2656 0.5674 -0.03 0.07 -0.36
O 2.5694 -1.1528 -1.6455 -0.24 0.03 0.03
O 4.3253 0.5581 -1.7689 0.09 -0.17 -0.15
P -2.8942 -0.7553 -0.4292 -0.34 -0.33 0.02
N -3.0740 -1.1271 1.2355 0.41 -0.13 -0.12
O -4.0344 0.4639 -0.4958 0.08 0.21 -0.29
C -1.0682 2.0559 0.9610 0.09 0.16 -0.04
F -0.5259 3.2553 0.6039 0.03 0.12 -0.03
F -0.5738 1.7987 2.2042 0.04 -0.10 0.09
F -2.3869 2.3092 1.1450 -0.10 -0.07 0.01
H 0.7652 -2.8220 1.5439 0.00 0.03 -0.13
H -0.2313 -2.6894 -0.0130 0.01 0.10 0.10
H 0.8672 -0.3939 1.7261 -0.12 -0.05 -0.13
H -1.2620 1.4999 -1.8631 -0.06 0.16 0.10
H -0.1423 -0.7473 -1.8335 0.02 0.02 -0.03
H 2.0285 2.3133 0.2014 -0.08 -0.19 0.24
H 1.6748 -1.3990 -1.3402 0.23 -0.06 -0.07
H 4.9308 -0.1784 -1.9366 -0.04 0.11 0.10
H -2.9149 -2.1227 1.3488 -0.13 0.11 0.11
H -2.4136 -0.6489 1.8430 -0.15 0.04 0.04
H -3.9989 0.8762 -1.3707 -0.02 -0.03 0.18
```
Positions in Å, forces in eV/Å.

## Properties
Electronic energy   -2040.58785 Ha
Spin multiplicity   1
Net charge   -1
Largest force on an atom   0.88 eV Å⁻¹



Entry from OMol25: a 3-piece molecular cluster, C3H11FN3O2 overall at a distorted geometry (ωB97M-V/def2-TZVPD).

Geometry as XYZ:
```
20
Properties=species:S:1:pos:R:3:forces:R:3
C -1.6486 0.3183 0.9086 -0.54 -0.37 -3.18
C 1.8131 4.0188 -0.4122 -0.14 -0.67 -1.66
C 0.4886 -0.2376 0.0435 3.83 -2.02 -2.47
N 0.2506 -1.4538 -0.3744 1.07 1.40 -0.28
N 1.7715 0.2516 -0.0851 -2.83 2.69 1.45
N -1.5689 -3.1169 0.1787 0.77 -0.04 0.11
O 2.3200 2.8972 -0.3985 -0.60 2.46 0.34
O -0.3301 0.5947 0.4818 0.56 2.02 1.73
F 2.5788 -0.4763 -0.8274 1.12 -1.39 -1.34
H -2.0985 0.1350 -0.1136 -0.74 -0.24 1.72
H -1.9742 1.2192 1.3281 -0.70 1.27 0.43
H -1.7033 -0.4403 1.6388 -0.01 -1.19 0.48
H 0.7186 4.1537 -0.6279 0.46 -0.35 0.60
H 2.3420 5.0187 -0.4791 0.25 -1.25 0.61
H 0.8887 -2.0507 -0.8841 0.49 0.64 0.30
H -0.6164 -1.8679 -0.1474 -1.71 -1.01 0.78
H -0.8974 -3.8479 0.0562 0.48 -0.93 1.33
H -1.8134 -3.0939 -0.7750 -2.05 0.34 -1.14
H -2.2773 -3.2958 0.8634 -0.45 -0.53 -0.28
H 1.7561 1.2739 -0.3745 0.72 -0.83 0.46
```
Positions in Å, forces in eV/Å.

## Properties
Spin multiplicity   1
Net charge   +1
Relative energy (zero: lowest compared OMol25 entry of this formula, charge and spin)   23.7 kJ/mol
Largest force on an atom   4.98 eV Å⁻¹



Entry from OMol25: a 2-piece molecular cluster, C3H11N2 overall at a distorted geometry (ωB97M-V/def2-TZVPD).

Geometry as XYZ:
```
16
Properties=species:S:1:pos:R:3:forces:R:3
C 0.5153 -0.2039 3.3754 -0.46 -0.90 1.13
C -0.9274 0.2110 3.0926 1.16 1.11 -1.31
H 1.1693 -0.2143 2.5110 0.12 0.33 -0.06
H 0.5502 -1.2138 3.7965 -0.11 -0.13 -0.23
H 0.8930 0.3753 4.2149 0.44 0.45 -0.39
H -1.4104 0.5634 3.9963 -0.55 -0.67 0.03
H -0.8713 1.1178 2.4662 -0.12 -0.05 0.14
H -1.4236 -0.5111 2.4422 -0.47 -0.13 0.68
N 0.1413 0.9833 -2.6698 1.17 -0.23 1.28
C 0.5926 -0.0096 -3.4189 -0.34 -0.08 -0.41
N -0.1353 -1.0710 -3.6841 -0.52 0.60 -0.58
H -0.3527 0.7414 -1.8123 -0.76 0.09 -0.46
H 0.8122 1.7132 -2.4511 0.02 0.00 -0.25
H 1.5860 0.0651 -3.8533 -0.22 0.13 -0.29
H -0.0250 -1.5257 -4.5897 0.55 -0.29 0.51
H -1.1141 -1.0212 -3.4157 0.09 -0.21 0.21
```
Positions in Å, forces in eV/Å.

## Properties
Spin multiplicity   1
Net charge   +1
Relative energy (zero: lowest compared OMol25 entry of this formula, charge and spin)   94.9 kJ/mol
Largest force on an atom   2.07 eV Å⁻¹



Entry from OMol25: a 2-piece molecular cluster, C3H11N2 overall at a distorted geometry (ωB97M-V/def2-TZVPD).

Geometry as XYZ:
```
16
Properties=species:S:1:pos:R:3:forces:R:3
C 1.7642 1.9248 0.6781 -2.38 -0.92 3.54
N 0.7479 1.2981 1.2104 1.29 0.28 -2.52
H 1.9749 1.5863 -0.3079 0.61 0.45 -0.81
H 2.3357 2.6633 1.2867 -0.12 -0.58 -0.92
H 0.4066 1.3961 2.1463 0.58 0.88 0.77
H -0.3043 0.6899 0.2463 -0.63 0.06 -0.45
C -0.6106 -2.0072 -0.0026 -1.20 0.55 2.40
C -0.3008 -0.9149 -1.0503 0.02 0.76 -0.92
N -0.9848 0.3398 -0.6120 0.58 1.92 0.38
H -0.1666 -1.6651 0.9833 0.13 -0.56 -1.13
H -0.2455 -3.0339 -0.2265 -0.33 0.95 -0.04
H -1.7508 -2.0513 0.4119 2.32 0.02 -1.90
H -0.5943 -1.1152 -2.0921 -0.07 -0.35 0.52
H 0.7353 -0.4881 -1.1172 -0.40 -1.49 0.27
H -1.9169 0.2109 -0.2982 -1.10 -0.60 0.59
H -1.0900 1.1666 -1.2563 0.70 -1.37 0.22
```
Positions in Å, forces in eV/Å.

## Properties
Spin multiplicity   1
Net charge   +1
Relative energy (zero: lowest compared OMol25 entry of this formula, charge and spin)   168.4 kJ/mol
Largest force on an atom   4.37 eV Å⁻¹



Entry from OMol25: C3H11N2 as an isolated structure at a distorted geometry (ωB97M-V/def2-TZVPD).

Geometry as XYZ:
```
16
Properties=species:S:1:pos:R:3:forces:R:3
N -1.7165 1.0956 0.3951 0.48 2.33 1.52
H -2.5500 0.7417 -0.0687 0.24 0.18 -0.19
H -0.9000 0.2052 0.9144 -0.48 -0.81 -0.07
H -1.1013 1.6798 -0.2277 -1.24 -0.74 0.47
H -2.0280 1.7246 1.2181 0.47 -1.19 -1.88
N -0.0947 -0.6356 1.3880 1.76 -0.42 -0.10
C 1.0917 -0.7305 0.3577 0.07 1.14 0.96
C 1.0970 0.2104 -1.9657 -1.86 -2.31 1.45
C 0.5400 -0.6534 -1.0205 1.24 1.63 -2.05
H 0.1963 -0.2212 2.2808 0.37 -0.15 -0.36
H -0.3787 -1.5819 1.6572 -0.38 0.31 -0.40
H 1.7058 -1.6539 0.4465 -0.63 0.55 0.52
H 1.7367 0.1682 0.5403 -0.42 -0.95 0.01
H 0.7560 0.1397 -3.0174 0.32 0.25 0.82
H 1.8881 0.9243 -1.6985 -0.38 -0.43 -0.12
H -0.2425 -1.4130 -1.1995 0.44 0.61 -0.57
```
Positions in Å, forces in eV/Å.

## Properties
Spin multiplicity   1
Net charge   +1
Relative energy (zero: lowest compared OMol25 entry of this formula, charge and spin)   112.3 kJ/mol
Largest force on an atom   3.30 eV Å⁻¹



Entry from OMol25: a 2-piece molecular cluster, C3H11N2O overall at a distorted geometry (ωB97M-V/def2-TZVPD).

Geometry as XYZ:
```
17
Properties=species:S:1:pos:R:3:forces:R:3
C 1.2796 -0.2282 1.2872 0.96 -3.95 0.70
C 0.3743 0.3418 0.3761 -0.98 -0.12 -1.16
C 0.4064 1.6493 0.1206 -0.83 1.51 -3.11
N 0.3536 2.6594 1.0086 0.88 2.82 3.94
N -0.4437 -0.5078 -0.4461 -0.18 -3.21 2.91
H 1.3248 -1.3437 1.3347 -0.29 -0.02 -0.66
H 0.8585 -0.1061 2.2151 0.10 0.86 3.22
H 2.3253 -0.0251 1.2165 0.82 0.95 -0.01
H 0.1343 2.0084 -0.8682 -0.11 0.00 -0.38
H 0.5741 2.4958 2.0115 -0.04 -0.25 -1.35
H -0.4242 3.3068 1.0088 -0.36 0.04 -0.40
H -1.4415 -0.2295 -0.5336 0.98 0.07 -0.95
H -0.5392 -1.3534 0.2182 -0.13 1.10 -1.44
H 0.0506 -0.9502 -1.2187 -0.79 0.30 -1.25
H -2.3591 -2.2819 -2.6932 -0.08 -0.25 -0.44
H -0.9545 -3.0162 -2.7783 -0.72 0.33 0.02
O -1.5193 -2.4193 -2.2591 0.76 -0.18 0.34
```
Positions in Å, forces in eV/Å.

## Properties
Spin multiplicity   2
Net charge   0
Relative energy (zero: lowest compared OMol25 entry of this formula, charge and spin)   358.2 kJ/mol
Largest force on an atom   4.93 eV Å⁻¹



Entry from OMol25: a 2-piece molecular cluster, C3H11N2O overall at a distorted geometry (ωB97M-V/def2-TZVPD).

Geometry as XYZ:
```
17
Properties=species:S:1:pos:R:3:forces:R:3
C 0.6450 1.4391 0.8982 2.27 -0.10 -3.35
C -0.3758 0.4750 0.3232 -2.62 -0.46 2.98
C -1.4215 -0.2711 0.8299 -1.16 0.11 1.38
N -2.4503 -0.0248 1.9778 4.53 -3.71 -0.98
N -0.0079 0.1108 -1.0270 2.50 0.60 0.02
H 0.8393 2.2694 0.1521 -0.45 -0.62 0.57
H 0.6035 1.9664 1.8125 -0.79 -0.26 1.24
H 1.6923 0.8955 0.8099 -1.95 0.73 0.60
H -1.5774 -1.3132 0.4308 -0.03 1.36 -0.44
H -2.8044 -1.0126 2.2330 0.42 2.49 -0.58
H -3.1446 0.5455 1.6110 -1.63 1.15 -0.68
H -0.6068 -0.4923 -1.5301 -1.30 -0.81 -0.46
H 0.1529 0.9650 -1.5935 -0.12 -0.53 0.26
H 0.8909 -0.3863 -0.9738 0.33 0.03 -0.79
H 2.6747 -1.8056 -2.8210 -0.45 0.27 2.02
H 2.6739 -1.8163 -1.1647 0.60 -0.42 -0.70
O 2.2161 -1.5442 -1.9682 -0.16 0.17 -1.08
```
Positions in Å, forces in eV/Å.

## Properties
Spin multiplicity   1
Net charge   +1
Relative energy (zero: lowest compared OMol25 entry of this formula, charge and spin)   313.4 kJ/mol
Largest force on an atom   5.93 eV Å⁻¹



What did the seventh record say?
Entry from OMol25: a 2-piece molecular cluster, C3H11N2 overall at a distorted geometry (ωB97M-V/def2-TZVPD).

Geometry as XYZ:
```
16
Properties=species:S:1:pos:R:3:forces:R:3
C 1.7642 1.9248 0.6781 -2.38 -0.92 3.54
N 0.7479 1.2981 1.2104 1.29 0.28 -2.52
H 1.9749 1.5863 -0.3079 0.61 0.45 -0.81
H 2.3357 2.6633 1.2867 -0.12 -0.58 -0.92
H 0.4066 1.3961 2.1463 0.58 0.88 0.77
H -0.3043 0.6899 0.2463 -0.63 0.06 -0.45
C -0.6106 -2.0072 -0.0026 -1.20 0.55 2.40
C -0.3008 -0.9149 -1.0503 0.02 0.76 -0.92
N -0.9848 0.3398 -0.6120 0.58 1.92 0.38
H -0.1666 -1.6651 0.9833 0.13 -0.56 -1.13
H -0.2455 -3.0339 -0.2265 -0.33 0.95 -0.04
H -1.7508 -2.0513 0.4119 2.32 0.02 -1.90
H -0.5943 -1.1152 -2.0921 -0.07 -0.35 0.52
H 0.7353 -0.4881 -1.1172 -0.40 -1.49 0.27
H -1.9169 0.2109 -0.2982 -1.10 -0.60 0.59
H -1.0900 1.1666 -1.2563 0.70 -1.37 0.22
```
Positions in Å, forces in eV/Å.

## Properties
Spin multiplicity   1
Net charge   +1
Relative energy (zero: lowest compared OMol25 entry of this formula, charge and spin)   168.4 kJ/mol
Largest force on an atom   4.37 eV Å⁻¹



Look up the net charge of the tenth one.
+1



Which value of largest force on an atom does entry 3 give?
6.05 eV Å⁻¹



Which formula does entry 7 have?
C3H11N2